Molecular formula: C2H5ClN2O3
Method: DFT, ωB97M-V with the def2-TZVPD basis set

## Properties
**Relative energy (zero: lowest compared OMol25 entry of this formula, charge and spin)**: 106.8 kcal per mole
**E**: -23795.1533 eV
**Orbital gap**: 10.7 eV
**Maximum force**: 1.202 eV Å⁻¹
**Highest occupied orbital energy**: -10.3 eV
**SMILES**: [O-]/[N+](O)=N\Cl.CC=O

Last column: Mulliken charge in e.
Element x y z (Å)
1 O -1.020 -3.453 2.305  -0.64
2 N -0.880 -2.694 1.390  1.00
3 O -1.797 -2.737 0.403  -0.47
4 N 0.017 -1.830 1.198  -0.39
5 Cl 1.182 -1.758 2.445  -0.06
6 H -1.622 -2.039 -0.298  0.46
7 C 0.791 0.665 -0.239  -1.06
8 C -0.529 -0.014 -0.182  0.56
9 O -0.984 -0.730 -1.047  -0.64
10 H 1.366 0.378 0.639  0.28
11 H 0.647 1.744 -0.196  0.33
12 H 1.332 0.394 -1.141  0.28
13 H -1.145 0.272 0.691  0.34

Molecular formula: C17H46N10O19P2S2
Method: DFT, ωB97M-V with the def2-TZVPD basis set

## Properties
**E**: -112405.0593 eV
**Orbital gap**: 7.8 eV
**Maximum force**: 0.867 eV Å⁻¹
**Highest occupied orbital energy**: -8.5 eV
**SMILES**: CCOC[PH](CCCCCN)(N=C=S)P(O)(O)=S.C[N+](=O)[O-].C[N+](=O)[O-].C[N+](=O)[O-].C[N+](=O)[O-].C[N+](=O)[O-].C[N+](=O)[O-].C[N+](=O)[O-].C[N+](=O)[O-]

Last column: Mulliken charge in e.
Element x y z (Å)
1 C 1.633 0.192 2.918  -1.01
2 C 2.928 -0.167 2.209  -0.13
3 O 3.288 0.783 1.215  -0.38
4 C 2.811 0.533 -0.069  -0.38
5 P 1.617 1.792 -0.737  0.59
6 C 0.041 1.930 0.158  -0.36
7 C -1.200 2.340 -0.621  -0.56
8 C -2.419 2.279 0.308  -1.20
9 C -2.895 0.847 0.552  -0.30
10 C -3.544 0.629 1.908  -0.53
11 N -3.616 -0.806 2.227  -0.51
12 N 2.443 3.182 0.299  -0.59
13 C 2.980 4.077 -0.277  0.31
14 S 3.640 5.235 -1.125  -0.39
15 P 0.828 0.280 -2.321  0.44
16 O -0.289 -0.710 -1.676  -0.50
17 O 2.025 -0.748 -2.754  -0.35
18 S 0.202 1.232 -3.871  -0.37
19 H 1.632 -0.217 3.926  0.47
20 H 0.755 -0.205 2.408  0.17
21 H 1.557 1.275 2.979  0.24
22 H 2.878 -1.170 1.775  0.13
23 H 3.750 -0.166 2.921  0.38
24 H 3.637 0.502 -0.782  0.33
25 H 2.282 -0.421 -0.110  0.39
26 H 1.923 2.567 -1.860  0.00
27 H -0.099 0.979 0.674  -0.17
28 H 0.228 2.686 0.916  0.73
29 H -1.402 1.695 -1.473  0.16
30 H -1.086 3.360 -0.976  0.52
31 H -2.148 2.731 1.264  0.40
32 H -3.231 2.844 -0.149  0.52
33 H -2.056 0.149 0.479  0.24
34 H -3.599 0.561 -0.232  0.35
35 H -2.928 1.127 2.660  0.25
36 H -4.536 1.088 1.919  0.23
37 H -3.636 -1.338 1.365  0.21
38 H -4.472 -1.009 2.728  0.17
39 H 0.019 -1.593 -1.432  0.35
40 H 1.821 -1.649 -2.465  0.25
41 C 4.939 -3.572 -0.865  -0.73
42 N 3.476 -3.726 -0.630  0.81
43 O 2.753 -2.781 -0.912  -0.51
44 O 3.091 -4.773 -0.175  -0.50
45 H 5.115 -2.584 -1.274  0.26
46 H 5.432 -3.710 0.092  0.30
47 H 5.235 -4.355 -1.557  0.33
48 C 4.364 0.651 -4.876  -0.47
49 N 5.796 0.457 -4.526  0.91
50 O 6.458 1.412 -4.182  -0.53
51 O 6.218 -0.684 -4.585  -0.56
52 H 4.117 1.701 -4.774  0.28
53 H 4.223 0.309 -5.897  0.31
54 H 3.784 0.042 -4.188  0.01
55 C -3.275 -1.109 5.898  -0.63
56 N -4.381 -0.118 5.839  0.95
57 O -4.329 0.854 6.560  -0.57
58 O -5.283 -0.353 5.056  -0.53
59 H -2.553 -0.767 6.630  0.33
60 H -3.710 -2.061 6.173  0.26
61 H -2.847 -1.164 4.898  0.23
62 C -6.643 -4.394 4.753  -0.74
63 N -5.224 -4.720 5.065  0.89
64 O -4.453 -3.790 5.210  -0.56
65 O -4.923 -5.889 5.149  -0.54
66 H -6.739 -3.317 4.710  0.27
67 H -6.883 -4.856 3.801  0.31
68 H -7.247 -4.827 5.545  0.31
69 C -3.580 6.580 0.463  -0.76
70 N -2.626 5.794 -0.366  0.84
71 O -2.942 5.527 -1.505  -0.51
72 O -1.586 5.463 0.167  -0.45
73 H -4.453 6.797 -0.141  0.31
74 H -3.826 5.973 1.329  0.29
75 H -3.066 7.485 0.772  0.29
76 C 6.619 4.722 -3.447  -0.60
77 N 6.032 5.943 -4.068  0.93
78 O 5.705 6.850 -3.333  -0.53
79 O 5.918 5.942 -5.277  -0.55
80 H 6.649 4.873 -2.375  0.30
81 H 5.990 3.880 -3.714  0.14
82 H 7.611 4.593 -3.869  0.30
83 C -10.923 -4.296 2.050  -0.70
84 N -9.501 -4.610 2.356  0.82
85 O -8.728 -3.684 2.502  -0.49
86 O -9.202 -5.782 2.444  -0.49
87 H -11.029 -3.219 2.006  0.32
88 H -11.156 -4.766 1.100  0.28
89 H -11.525 -4.731 2.841  0.28
90 C 7.387 -3.333 -5.990  -0.63
91 N 7.265 -4.816 -5.948  0.88
92 O 6.705 -5.371 -6.869  -0.52
93 O 7.735 -5.374 -4.977  -0.53
94 H 6.919 -2.978 -6.900  0.29
95 H 6.890 -2.942 -5.109  0.24
96 H 8.445 -3.093 -5.959  0.29